# C59H145N3O19

15 unconnected molecules or ions with the total composition C59H145N3O19 at a distorted geometry (ωB97M-V/def2-TZVPD, the OMol25 dataset).

```
226
Properties=species:S:1:pos:R:3:forces:R:3
C -7.748 0.139 0.987 0.45 -0.65 -1.84
C -7.806 -0.770 -0.239 -0.65 -1.66 0.58
O -6.666 -1.671 -0.338 0.12 1.43 -0.42
O -6.656 1.016 0.675 -0.53 0.78 1.42
H -7.691 -0.441 1.908 0.71 0.09 0.21
H -8.690 0.683 1.051 0.20 0.46 -0.12
H -7.898 -0.109 -1.101 0.62 -0.29 -0.24
H -8.655 -1.451 -0.289 -0.54 0.37 0.33
H -6.772 -2.426 0.245 -0.26 0.12 0.16
H -5.986 0.577 0.146 -0.01 -0.54 0.09
C -0.152 -3.086 -5.832 -1.36 0.39 0.05
C -0.297 -3.509 -4.361 -1.28 -0.59 -0.73
O -1.637 -4.072 -4.049 2.23 0.65 -0.33
O -1.347 -2.388 -6.215 0.53 -0.20 -0.18
H -0.044 -3.876 -6.575 0.13 -0.14 0.31
H 0.668 -2.371 -5.891 0.52 -0.21 -0.09
H -0.150 -2.569 -3.829 0.01 -0.18 0.68
H 0.455 -4.260 -4.123 -0.15 0.09 0.37
H -2.259 -3.347 -4.145 -0.41 0.34 -0.21
H -1.532 -1.765 -5.508 -0.34 0.21 0.02
C -2.347 1.418 -4.384 1.01 1.42 0.89
C -2.603 2.116 -3.035 0.90 -0.35 0.03
O -3.093 3.421 -3.165 -0.75 0.10 -0.89
O -3.531 1.193 -5.076 -0.85 -0.76 -0.33
H -1.800 0.494 -4.200 -0.38 -0.29 0.06
H -1.695 2.000 -5.035 0.28 0.36 0.20
H -1.704 2.265 -2.438 0.59 -0.79 -0.21
H -3.257 1.479 -2.439 -0.36 -0.11 -0.06
H -3.269 3.679 -2.257 -0.34 0.52 0.34
H -3.918 2.043 -5.298 -0.12 0.08 0.03
C -0.038 -3.708 3.859 1.11 0.15 -0.47
C 0.520 -2.713 4.868 -0.35 -0.37 0.06
O -0.464 -1.788 5.291 0.15 0.02 0.43
O 0.112 -3.222 2.504 -0.04 -0.95 0.51
H -1.045 -4.051 4.095 -0.27 0.44 -0.06
H 0.575 -4.608 3.902 0.17 -0.03 -0.17
H 1.418 -2.232 4.481 -0.03 0.18 -0.44
H 0.897 -3.251 5.737 -0.42 -0.03 0.28
H -0.907 -1.422 4.522 -0.02 0.29 -0.34
H -0.410 -2.443 2.300 -0.28 0.57 0.03
C -4.782 -0.831 3.712 1.18 0.52 -0.32
C -4.899 0.420 4.570 -1.03 -1.28 1.69
C -4.833 -0.127 6.063 0.17 0.89 -0.56
C -4.685 0.975 7.127 1.37 0.05 -0.94
C -3.407 1.812 6.743 -0.72 -0.64 0.58
C -3.316 2.318 5.268 0.04 0.10 1.28
N -3.765 1.327 4.318 -0.31 -2.44 1.26
O -3.654 1.728 2.991 -0.36 0.21 0.00
C -4.114 3.614 5.195 0.90 0.73 -0.81
C -1.834 2.509 4.932 0.27 -0.09 0.09
C -6.287 1.018 4.366 0.52 1.09 0.03
H -3.753 -1.140 3.894 -0.01 -0.63 -0.24
H -4.852 -0.592 2.651 -0.24 -0.05 -0.07
H -5.490 -1.619 3.971 -0.01 0.17 0.11
H -5.699 -0.765 6.237 -0.23 0.15 -0.12
H -3.977 -0.799 6.119 0.26 0.10 0.12
H -4.516 0.517 8.101 0.05 -0.01 0.04
H -5.536 1.642 7.266 -0.24 -0.12 -0.39
H -2.513 1.263 7.038 0.00 -0.42 -0.40
H -3.392 2.649 7.440 0.06 0.47 -0.35
H -4.116 3.893 4.141 -0.56 0.21 -0.20
H -5.115 3.628 5.626 0.09 -0.28 -0.08
H -3.516 4.414 5.632 -0.13 0.03 0.38
H -1.324 1.549 5.010 -0.12 -0.17 0.21
H -1.681 2.784 3.889 -0.09 0.53 0.10
H -1.333 3.183 5.627 -0.06 0.27 -0.18
H -6.449 1.764 5.144 -0.21 0.29 -0.22
H -7.134 0.334 4.417 0.33 -0.32 -0.12
H -6.248 1.480 3.379 -0.65 0.24 -0.12
H -4.466 2.223 2.857 -0.31 0.42 -0.76
C 8.042 3.233 -3.128 0.27 0.17 -0.09
C 6.970 2.114 -3.003 -1.31 0.26 -0.90
C 7.541 0.922 -2.232 0.40 -0.43 -0.90
C 7.692 1.121 -0.756 -0.75 -0.23 0.35
C 6.346 1.447 -0.094 -0.09 1.10 -0.96
C 5.633 2.681 -0.832 0.94 -0.51 1.31
N 5.695 2.520 -2.321 0.44 -1.29 0.94
O 4.950 3.506 -3.016 0.96 0.23 0.53
C 4.153 2.631 -0.381 0.27 0.64 0.26
C 6.353 3.984 -0.293 -1.54 -0.42 -1.62
C 6.523 1.626 -4.448 0.70 1.09 0.20
H 8.943 2.927 -3.659 -0.10 -0.60 -0.21
H 8.445 3.574 -2.175 -0.34 -0.08 0.17
H 7.738 4.126 -3.675 -0.58 -0.06 0.11
H 6.992 0.005 -2.449 -0.52 0.10 0.09
H 8.514 0.707 -2.673 0.27 0.13 -0.05
H 8.406 1.929 -0.596 -0.01 0.05 0.31
H 8.096 0.217 -0.299 0.21 -0.02 0.02
H 6.570 1.682 0.946 -0.27 0.54 0.10
H 5.617 0.640 -0.015 0.29 -0.46 -0.53
H 4.083 2.732 0.702 0.34 -0.08 0.26
H 3.565 3.476 -0.739 0.01 -0.08 -0.43
H 3.655 1.689 -0.611 0.13 0.01 -0.40
H 6.040 4.240 0.719 0.32 -0.22 0.07
H 7.429 3.969 -0.468 -0.16 -0.07 0.43
H 5.919 4.726 -0.964 0.26 0.60 0.13
H 5.780 0.830 -4.493 0.15 -0.14 0.51
H 7.389 1.368 -5.058 0.24 -0.45 0.26
H 6.104 2.449 -5.026 -0.20 0.26 0.32
H 4.128 3.040 -3.186 -0.58 -0.07 -0.22
C 1.195 0.134 2.186 0.06 1.00 0.92
C 0.176 0.400 1.094 -0.03 -1.31 -2.04
C 0.845 -0.107 -0.277 -1.84 0.45 -0.06
C -0.171 -0.208 -1.456 -0.24 -1.36 1.99
C -1.288 -1.202 -1.010 -0.23 0.90 0.67
C -2.065 -0.857 0.359 1.39 -1.64 -0.12
N -1.007 -0.502 1.361 0.78 -0.51 -0.45
O -1.527 -0.293 2.666 0.14 -0.22 -0.39
C -3.101 0.208 0.145 0.37 -0.01 -0.31
C -2.756 -2.205 0.881 0.31 0.43 -0.96
C -0.106 1.892 0.898 0.40 -0.22 0.48
H 1.213 -0.877 2.593 0.19 -0.17 -0.68
H 1.011 0.742 3.071 -0.36 0.22 0.11
H 2.174 0.487 1.862 0.18 -0.38 -0.20
H 1.580 0.595 -0.671 0.49 -0.01 0.78
H 1.256 -1.101 -0.103 0.25 0.01 -0.04
H 0.388 -0.699 -2.253 -0.16 0.27 -0.45
H -0.579 0.752 -1.774 0.22 -0.02 0.02
H -0.815 -2.177 -0.892 -0.07 -0.14 0.04
H -2.015 -1.254 -1.821 -0.32 -0.30 0.07
H -3.758 -0.131 -0.656 -0.49 -0.10 0.23
H -3.596 0.349 1.106 -0.38 0.47 -0.39
H -2.618 1.102 -0.248 -0.24 0.26 0.36
H -3.593 -2.129 1.576 0.33 0.63 0.31
H -3.214 -2.739 0.049 0.11 0.19 -0.41
H -2.018 -2.905 1.273 0.05 0.17 0.08
H -0.165 2.367 1.877 -0.50 0.27 -0.04
H -0.964 2.094 0.256 -0.01 -0.02 0.27
H 0.769 2.319 0.408 0.07 0.16 -0.02
H -2.173 0.413 2.591 -0.38 0.53 0.26
C 1.018 -5.136 -0.145 -0.02 -1.12 -0.14
C 2.409 -4.978 0.438 0.70 -1.03 -1.52
C 3.566 -4.942 -0.547 -0.61 -0.95 -0.32
O 2.387 -3.742 1.012 0.30 1.79 1.36
H 0.339 -5.188 0.706 -0.28 0.37 -0.08
H 0.823 -6.062 -0.686 0.31 -0.05 -0.23
H 0.793 -4.285 -0.787 -0.11 0.03 0.05
H 2.624 -5.763 1.162 -0.12 -0.22 0.31
H 3.714 -5.964 -0.898 0.17 0.00 -0.30
H 4.499 -4.615 -0.087 -0.20 0.13 0.01
H 3.275 -4.316 -1.390 0.30 0.17 -0.07
H 1.553 -3.728 1.488 -0.56 0.94 0.68
C -5.758 -2.002 -5.031 -1.41 0.45 0.54
C -4.845 -1.697 -3.843 0.45 0.12 -0.57
C -4.886 -2.773 -2.806 -0.22 -0.46 -0.50
O -3.511 -1.534 -4.334 0.72 -0.62 0.29
H -5.625 -2.916 -5.610 1.11 -0.02 0.22
H -5.858 -1.170 -5.728 0.18 0.06 0.03
H -6.755 -2.202 -4.637 -0.37 0.39 0.19
H -5.014 -0.766 -3.302 -0.92 0.37 -0.42
H -4.026 -2.670 -2.145 -0.04 -0.31 0.06
H -4.918 -3.706 -3.369 0.41 -0.41 0.43
H -5.814 -2.705 -2.238 0.17 0.05 0.05
H -3.519 -0.684 -4.779 -0.03 0.27 -0.35
C 4.041 4.691 3.936 1.34 -0.15 -1.32
C 2.823 4.042 4.468 -0.03 -0.71 0.33
C 3.035 2.566 4.852 -0.06 0.17 -0.98
O 2.501 4.782 5.593 -0.90 0.65 2.23
H 4.498 4.085 3.154 0.09 0.10 -0.27
H 4.798 4.829 4.708 -0.13 -0.13 0.18
H 3.818 5.673 3.519 -0.03 0.08 -0.08
H 1.965 4.209 3.817 0.06 -0.82 -0.78
H 3.351 2.036 3.954 -0.14 -0.07 -0.27
H 2.123 2.070 5.186 0.04 0.20 0.26
H 3.866 2.385 5.534 -0.20 0.45 0.38
H 2.427 5.692 5.296 -0.07 0.17 0.27
C 5.402 -0.835 3.527 0.62 0.25 1.59
C 4.724 -1.620 2.475 -0.27 -0.61 -1.96
C 5.745 -2.150 1.443 0.16 0.32 0.43
O 4.016 -2.729 2.929 0.15 -0.53 2.32
H 4.844 -0.661 4.447 -0.56 -0.18 -0.15
H 5.679 0.164 3.192 0.21 -0.12 -0.33
H 6.286 -1.376 3.864 0.28 0.13 -0.05
H 3.963 -0.996 2.007 0.22 0.50 -0.56
H 6.271 -1.343 0.933 -0.39 0.00 -0.62
H 5.250 -2.903 0.830 0.07 0.55 -0.54
H 6.569 -2.690 1.910 -0.15 -0.12 0.60
H 3.495 -3.130 2.230 -0.21 -0.02 -0.62
C 0.677 3.492 -3.702 -0.35 0.58 0.85
C 1.288 2.207 -4.200 -0.08 1.40 -0.20
C 1.717 2.306 -5.627 -0.17 -0.37 -0.87
O 2.465 1.997 -3.462 0.46 -0.36 1.00
H 1.338 4.359 -3.693 0.55 -0.24 -0.35
H 0.422 3.373 -2.649 -0.28 -0.07 0.11
H -0.204 3.839 -4.243 -0.16 -0.42 -0.05
H 0.597 1.381 -4.031 -0.18 -0.15 -0.06
H 1.959 1.291 -5.941 0.11 0.03 -0.48
H 2.618 2.914 -5.704 -0.03 0.07 0.07
H 0.960 2.737 -6.283 -0.10 -0.17 -0.06
H 2.850 1.203 -3.840 0.40 -0.50 0.13
C -1.507 4.871 -0.537 0.64 -1.35 1.56
C -2.588 4.492 0.529 1.57 0.80 -2.28
C -3.105 5.747 1.135 -0.21 0.58 1.82
O -3.549 3.886 -0.271 -2.05 -0.66 -1.00
H -1.211 3.960 -1.056 -0.24 0.01 -0.33
H -0.590 5.121 -0.002 0.06 0.64 -0.13
H -1.831 5.627 -1.252 -0.07 0.00 0.29
H -2.317 3.672 1.194 0.87 0.71 0.70
H -3.780 5.510 1.958 -0.45 0.01 0.01
H -3.599 6.450 0.464 0.01 -0.41 -0.36
H -2.330 6.324 1.641 0.34 -0.10 -0.12
H -4.362 3.873 0.239 -0.43 -0.26 -0.20
C -3.939 -7.293 -1.324 0.36 0.69 0.59
C -3.202 -6.083 -1.917 -1.74 -0.50 -0.69
C -2.445 -5.353 -0.874 1.48 -0.41 0.41
O -2.452 -6.476 -3.050 0.06 -0.44 0.60
H -4.609 -7.776 -2.034 0.27 -0.12 0.08
H -4.499 -6.938 -0.459 -0.55 0.20 -0.18
H -3.253 -7.970 -0.813 0.28 -0.42 -0.63
H -3.963 -5.391 -2.279 -0.46 0.02 -0.06
H -2.046 -4.390 -1.193 -0.41 0.18 -0.01
H -1.549 -5.950 -0.702 0.10 -0.12 0.44
H -3.024 -5.306 0.048 0.11 0.36 0.01
H -2.218 -5.644 -3.467 0.48 0.21 -0.49
C 5.098 -2.377 -3.994 -0.85 0.69 -0.25
C 3.813 -1.695 -3.449 2.01 -2.97 2.70
C 4.124 -0.958 -2.164 -0.36 0.50 -0.11
O 3.133 -0.977 -4.356 -0.92 2.24 -2.28
H 5.611 -3.027 -3.285 -0.23 0.17 0.22
H 5.771 -1.580 -4.312 0.22 -0.24 -0.34
H 4.751 -3.012 -4.809 0.49 0.04 -0.43
H 3.144 -2.531 -3.247 -0.01 -0.47 0.91
H 4.543 0.039 -2.298 0.16 0.13 -0.50
H 4.881 -1.517 -1.614 -0.37 -0.09 0.31
H 3.207 -0.787 -1.600 0.10 -0.26 0.33
H 2.961 -1.607 -5.060 -0.29 0.37 -0.51
```
Positions in Å, forces in eV/Å.

Values from the calculation:
HOMO-LUMO gap   0.3014 hartree
E_tot   -106900.4870 eV